1.
Entry from the Open Molecules 2025 dataset: C19H25BBr27O2 as an isolated structure (ωB97M-V with the def2-TZVPD basis set).

E   -70412.28612 Eh
LUMO energy   0.954 eV

The geometry in ORCA input format:
```
! RIJCOSX wB97M-V def2-TZVPD def2/J DEFGRID3
* xyz -1 1
C 1.16422 3.76000 1.56605
C 1.27541 2.89167 0.57038
C 1.37142 1.92634 -0.74525
C 0.85239 0.43012 -0.29817
C 1.86020 -0.23574 0.78065
C 1.99165 -1.84438 0.67525
C 3.14385 -2.23923 1.70687
C 4.54053 -1.77351 1.64121
B 0.66550 -2.62124 1.20814
O 0.31080 -3.89293 0.52982
O -0.18575 -2.21349 2.32048
C -1.22604 -1.28411 1.91553
C -2.66962 -1.56689 2.63818
H 0.98602 4.45428 2.47728
H 0.58176 2.33637 -1.52016
H 2.44148 1.92089 -1.16980
H 0.67600 -0.23843 -1.23379
H -0.18449 0.61517 0.20781
H 2.90111 0.26822 0.61162
H 1.55062 0.03707 1.87625
H 2.86968 -2.91295 2.60106
H 4.86419 -1.05253 2.50298
H 5.31333 -2.11395 0.85756
H 0.43097 -4.57164 1.25660
H -0.89769 -0.23281 2.31040
H -1.36140 -1.18322 0.77098
H -2.65474 -2.59348 3.17215
H -2.95256 -0.72415 3.39023
H -3.45804 -1.55214 1.78613
C 3.81751 -4.71146 5.27172
Br 4.56295 -6.46378 4.88972
Br 2.34941 -4.27534 4.08021
Br 3.31057 -4.53390 7.13871
H 4.60658 -3.98174 5.08479
C 0.76647 0.19511 5.57569
Br -0.64762 -1.07304 5.97920
Br 2.33462 -0.68283 4.84459
Br 0.14026 1.63133 4.42907
H 1.06632 0.64946 6.52061
C -1.15784 4.94417 6.37409
Br -0.94425 5.48217 4.52103
Br -2.16698 3.29476 6.53395
Br 0.54679 4.83984 7.29723
H -1.74009 5.72336 6.86671
C -0.81354 -0.57460 -4.59141
Br -1.02072 1.26764 -4.02014
Br 0.02661 -0.70041 -6.33750
Br 0.11784 -1.63840 -3.26509
H -1.81682 -0.99181 -4.68973
C -4.72460 -0.36653 -2.13999
Br -4.27934 -2.25534 -2.19791
Br -3.55435 0.61425 -0.94199
Br -4.76587 0.42013 -3.91485
H -5.73397 -0.28908 -1.73423
C -8.72722 -0.96114 -5.51991
Br -8.93144 0.88246 -4.94734
Br -7.88454 -1.08618 -7.26413
Br -7.79882 -2.02976 -4.19233
H -9.73022 -1.37708 -5.61970
C -2.12987 4.78412 -1.98588
Br -2.04621 6.66288 -1.50040
Br -0.87756 3.71561 -0.95436
Br -3.93961 4.08865 -1.87102
H -1.82679 4.71153 -3.03119
C -0.26990 2.54150 -8.89671
Br -0.52868 4.04990 -10.09159
Br 0.68443 3.05256 -7.28601
Br -1.94444 1.64741 -8.49114
H 0.35663 1.82119 -9.42375
C 8.22776 -2.50909 -1.09034
Br 9.04005 -1.30532 0.19841
Br 9.21649 -4.17430 -1.24500
Br 6.35019 -2.81518 -0.70643
H 8.27899 -2.01706 -2.06213
*
```

Results of the Löwdin charge analysis, in e, for atoms 1 through 8: number 1, C, carries 0.007; number 2, C, carries -0.210; number 3, C, carries -0.265; number 4, C, carries -0.215; number 5, C, carries -0.220; number 6, C, carries -0.111; number 7, C, carries -0.257; number 8, C, carries -0.172

2.
Entry from the Open Molecules 2025 dataset: a 9-piece molecular cluster, C14H38BN9O23S overall (ωB97M-V with the def2-TZVPD basis set).

E   -3201.84564 Eh
LUMO energy   -0.683 eV

The geometry in ORCA input format:
```
! RIJCOSX wB97M-V def2-TZVPD def2/J DEFGRID3
* xyz 0 1
C 3.47044 1.11005 1.48559
C 4.47495 1.31801 0.37352
O 5.63754 1.59242 0.60750
N 4.01369 1.18022 -0.98051
C 3.43398 -0.14030 -1.25832
C 1.88744 -0.17068 -1.31707
C 1.26013 -1.40892 -0.61373
C 0.01575 -0.98484 0.16931
O -0.77387 -2.17974 0.47652
S -2.33631 -2.25141 0.14338
O -2.84195 -3.21454 1.09539
O -2.76867 -0.73562 0.80165
O -4.06822 -0.53482 0.15807
B -4.20976 0.87018 0.05532
O -4.64464 1.56598 1.14244
O -4.00013 1.50552 -1.15895
H 2.43481 1.07968 1.14345
H 3.71729 0.19208 2.03054
H 3.60070 1.92475 2.20595
H 3.38327 1.92504 -1.25437
H 3.80071 -0.47637 -2.23630
H 3.80719 -0.86802 -0.53116
H 1.45700 0.75472 -0.91697
H 1.59068 -0.22228 -2.37261
H 2.00029 -1.84740 0.06330
H 0.94044 -2.14820 -1.35691
H -0.55559 -0.26372 -0.42386
H 0.27782 -0.52725 1.12833
H -4.56084 2.51330 0.98459
H -3.06478 1.64741 -1.36432
C -3.14733 -5.94389 -0.77037
N -1.89074 -5.79661 -1.55410
O -1.19099 -6.77396 -1.70946
O -1.64046 -4.68893 -1.98612
H -3.22805 -6.97735 -0.45579
H -3.08281 -5.26327 0.07499
H -3.96610 -5.65734 -1.42371
C 1.86372 2.14035 5.15272
N 2.51192 0.80303 5.20257
O 2.47899 0.12203 4.19899
O 3.02733 0.47487 6.25001
H 1.44688 2.28216 4.16253
H 1.09169 2.15514 5.91446
H 2.63231 2.87669 5.37342
C -7.28060 0.11055 -1.44551
N -8.46122 -0.00744 -2.34427
O -9.47729 0.57126 -2.02660
O -8.31953 -0.68146 -3.34224
H -7.55311 0.73640 -0.60347
H -7.01472 -0.89261 -1.12491
H -6.47514 0.55211 -2.02645
C 0.16185 4.68614 -0.06764
N 0.57965 3.55578 0.80720
O 0.72442 2.46077 0.29401
O 0.75822 3.79784 1.97984
H 0.04705 4.31232 -1.07668
H -0.77312 5.06920 0.33030
H 0.93728 5.44401 -0.00577
C 6.46130 3.41230 -3.03609
N 5.50221 4.06343 -3.96930
O 4.43774 4.44041 -3.51982
O 5.84214 4.16983 -5.12761
H 6.00976 3.38497 -2.05157
H 6.64185 2.40932 -3.40969
H 7.37806 3.99382 -3.04516
C 2.27409 -5.65621 -0.23290
N 3.26390 -4.59569 -0.56842
O 3.68237 -3.89716 0.33144
O 3.58001 -4.49180 -1.73430
H 2.09038 -5.62129 0.83417
H 1.37268 -5.44936 -0.80367
H 2.70455 -6.60540 -0.53669
C -2.17205 -0.75429 5.94812
N -1.30035 0.45078 5.93385
O -1.20921 1.10747 6.94944
O -0.72591 0.69970 4.89472
H -2.60898 -0.84389 6.93518
H -2.92875 -0.61184 5.18253
H -1.54355 -1.60598 5.70625
C -1.46354 1.26256 -4.93874
N -1.67021 2.05888 -3.70035
O -1.45991 1.51367 -2.62792
O -2.03266 3.20430 -3.82469
H -1.14233 0.26826 -4.65288
H -2.41289 1.24311 -5.46543
H -0.71010 1.77699 -5.52820
*
```

Results of the Löwdin charge analysis, in e, for atoms 1 through 8: number 1, C, carries -0.007; number 2, C, carries -0.475; number 3, O, carries 0.085; number 4, N, carries 0.008; number 5, C, carries -0.192; number 6, C, carries -0.167; number 7, C, carries -0.152; number 8, C, carries -0.197

3.
Entry from the Open Molecules 2025 dataset: C46H33AsBrN2O3PPdS2 as an isolated structure (ωB97M-V with the def2-TZVPD basis set).

E   -8183.32051 Eh
Relative energy (zero: lowest compared OMol25 entry of this formula, charge and spin)   45.1 kcal/mol
LUMO energy   -0.449 eV

The geometry in ORCA input format:
```
! RIJCOSX wB97M-V def2-TZVPD def2/J DEFGRID3
* xyz 0 1
Pd -0.07249 -0.24681 -0.38454
S 0.32692 -0.78578 1.83919
C 1.91152 -0.22418 2.40187
C 2.00887 0.02858 3.77464
C 3.20381 0.41438 4.35746
C 4.33876 0.56535 3.57578
C 4.25911 0.32421 2.21208
C 3.06510 -0.06784 1.61226
As 2.96751 -0.34414 -0.31857
C 4.85737 -0.10851 -0.79473
C 5.24251 1.16800 -1.19842
C 6.55334 1.42948 -1.57195
C 7.49229 0.40752 -1.56044
C 7.11485 -0.87025 -1.17147
C 5.80522 -1.12703 -0.78816
C 2.92436 -2.29918 -0.35258
C 2.50761 -2.92608 -1.52262
C 2.50911 -4.31112 -1.62460
C 2.93185 -5.08410 -0.55272
C 3.34407 -4.46488 0.62066
C 3.32774 -3.08142 0.72525
H 1.11918 -0.08294 4.38155
H 3.24306 0.60292 5.42309
H 5.27875 0.86924 4.01774
H 5.14770 0.44059 1.60438
H 4.50877 1.96770 -1.21867
H 6.84003 2.42809 -1.87642
H 8.51439 0.60575 -1.85646
H 7.84346 -1.67119 -1.16354
H 5.52306 -2.12735 -0.48175
H 2.17714 -2.33023 -2.36821
H 2.18416 -4.78466 -2.54291
H 2.93763 -6.16424 -0.62653
H 3.67372 -5.06115 1.46127
H 3.64550 -2.60776 1.64631
C 1.46322 -0.67646 -6.29111
C 0.08043 -0.79856 -6.28517
C -0.63654 -0.54392 -5.12511
C 0.03445 -0.16896 -3.96459
C 1.42268 -0.04824 -3.97352
C 2.13510 -0.29832 -5.13573
P -0.79324 0.26659 -2.42024
C -2.40155 -0.55043 -2.39534
C -2.41233 -1.85028 -2.65675
C -3.43762 -2.72844 -2.01545
C -4.75510 -2.03507 -1.86481
C -4.79737 -0.72262 -1.69522
C -3.52902 0.09398 -1.61900
C -1.02650 2.04349 -2.41025
C -1.49481 2.81366 -3.44157
C -1.60942 4.20476 -3.26297
C -1.23852 4.77026 -2.07179
C -0.73248 3.99633 -1.00137
C -0.30894 4.57950 0.21763
C 0.20588 3.78054 1.19194
C 0.31027 2.37625 1.02697
C -0.09269 1.74783 -0.12257
C -0.61988 2.59335 -1.16558
H 2.01833 -0.87867 -7.19789
H -0.44250 -1.09203 -7.18627
H -1.71621 -0.64151 -5.12265
H 1.93983 0.24206 -3.06405
H 3.21327 -0.20437 -5.13592
H -1.57686 -2.33038 -3.15474
H -3.54589 -3.68046 -2.53677
H -5.65678 -2.63314 -1.87448
H -5.73173 -0.19704 -1.55070
H -3.70570 1.09850 -2.01850
H -1.76198 2.35832 -4.38863
H -1.97941 4.82427 -4.06924
H -1.31677 5.84250 -1.93292
H -0.39380 5.65099 0.35201
H 0.54077 4.21024 2.12808
H 0.71204 1.81076 1.85060
O -5.20841 1.33272 0.72409
S -3.86694 0.81722 0.93262
N -3.11153 0.25132 -0.22352
Br 1.14321 -6.72829 2.67433
C -0.35737 -6.19424 1.65988
C -1.43117 -7.07352 1.56922
N -2.54840 -6.78688 0.91340
C -2.62652 -5.59741 0.32679
C -1.59428 -4.66590 0.34994
C -0.41947 -4.96553 1.03554
C -1.73427 -3.35382 -0.33190
O -3.01897 -3.07035 -0.64381
O -0.79952 -2.60525 -0.48809
H -1.37978 -8.04067 2.05525
H -3.55289 -5.36881 -0.18276
H 0.38584 -4.24254 1.08296
*
```

Results of the Löwdin charge analysis, in e, for atoms 1 through 8: number 1, Pd, carries 0.468; number 2, S, carries 0.570; number 3, C, carries -0.698; number 4, C, carries -0.142; number 5, C, carries -0.094; number 6, C, carries -0.095; number 7, C, carries -0.108; number 8, C, carries -0.415

4.
Entry from the Open Molecules 2025 dataset: C37H32N3O3P2S2Ti as an isolated structure (ωB97M-V with the def2-TZVPD basis set).

E   -4147.06782 Eh
Relative energy (zero: lowest compared OMol25 entry of this formula, charge and spin)   0.0 kcal/mol
LUMO energy   -9.089 eV

The geometry in ORCA input format:
```
! RIJCOSX wB97M-V def2-TZVPD def2/J DEFGRID3
* xyz 3 1
Ti -0.23913 -0.55702 1.56794
O -0.91004 -0.96359 -0.12104
P -0.49362 -1.07182 -1.62994
C 1.32551 -1.09349 -1.64532
P 2.10963 0.12301 -0.53921
O 1.49500 -0.18380 0.87823
C 3.84811 -0.13572 -0.52844
C 4.71361 0.91921 -0.83159
C 6.08223 0.69940 -0.81595
C 6.57963 -0.55657 -0.49991
C 5.71874 -1.60668 -0.19058
C 4.35301 -1.40293 -0.20426
C 1.67688 1.75810 -1.05957
C 1.27866 2.71143 -0.12332
C 0.96697 3.99552 -0.54359
C 1.05858 4.32449 -1.88872
C 1.46352 3.37634 -2.82276
C 1.77627 2.09220 -2.41390
C -1.08882 0.34603 -2.50685
C -1.02814 0.32603 -3.90369
C -1.43716 1.43804 -4.62002
C -1.91035 2.55938 -3.94887
C -1.97039 2.57926 -2.56110
C -1.55675 1.47465 -1.83532
C -1.10204 -2.55236 -2.36455
C -2.42649 -2.54109 -2.82150
C -2.97029 -3.68920 -3.36867
C -2.20002 -4.84128 -3.46992
C -0.88627 -4.85658 -3.01830
C -0.33309 -3.71710 -2.46093
H 1.66575 -0.93146 -2.67173
H 1.69030 -2.07389 -1.32894
H 4.32798 1.89964 -1.07791
H 6.75893 1.50883 -1.05233
H 7.64845 -0.72400 -0.49341
H 6.11861 -2.58039 0.05672
H 3.68827 -2.22335 0.04400
H 1.22076 2.45997 0.92766
H 0.66431 4.74108 0.17944
H 0.82323 5.32944 -2.21361
H 1.54305 3.64196 -3.86821
H 2.10353 1.36553 -3.14878
H -0.68361 -0.55565 -4.43247
H -1.40220 1.42611 -5.70086
H -2.24313 3.41992 -4.51422
H -2.34613 3.45253 -2.04482
H -1.60405 1.49511 -0.75392
H -3.02340 -1.63921 -2.76234
H -3.99019 -3.68313 -3.72772
H -2.62499 -5.73287 -3.91144
H -0.29144 -5.75496 -3.10836
H 0.69320 -3.75128 -2.12078
O -1.82079 -1.14835 2.41530
N -1.96768 -2.21295 3.21523
C -3.18323 -2.49660 3.71699
C -3.31847 -3.57942 4.54858
C -2.19834 -4.35132 4.85040
C -0.96439 -4.03036 4.31075
C -0.85911 -2.93296 3.47337
S 0.60337 -2.38716 2.69196
H -3.97605 -1.82589 3.42125
H -4.29125 -3.81269 4.95589
H -2.28996 -5.20510 5.50809
H -0.08338 -4.61674 4.52953
N 1.94729 1.01994 3.60106
C 0.74085 1.57698 3.50841
N -0.22904 1.13048 2.69867
C -1.37495 1.96149 2.79003
C -2.54659 1.83298 2.05518
C -3.56316 2.75182 2.26346
C -3.42240 3.78523 3.18831
C -2.25540 3.92263 3.92071
C -1.24229 3.00172 3.70121
S 0.33349 2.95692 4.45121
H 2.25224 0.32531 2.93798
H 2.63293 1.38995 4.24004
H -2.69886 1.02866 1.34342
H -4.48300 2.66171 1.70185
H -4.23118 4.48660 3.33800
H -2.14165 4.72336 4.63883
*
```

Results of the Löwdin charge analysis, in e, for atoms 1 through 8: number 1, Ti, carries 0.913; number 2, O, carries -0.402; number 3, P, carries 0.882; number 4, C, carries -0.251; number 5, P, carries 0.876; number 6, O, carries -0.472; number 7, C, carries -0.295; number 8, C, carries -0.047

5.
Entry from the Open Molecules 2025 dataset: a 2-piece molecular cluster, CH2NO3PS overall (ωB97M-V with the def2-TZVPD basis set).

E   -1059.25124 Eh
Relative energy (zero: lowest compared OMol25 entry of this formula, charge and spin)   140.2 kcal/mol
LUMO energy (spin up / spin down)   5.636 / 5.687 eV

The geometry in ORCA input format:
```
! RIJCOSX wB97M-V def2-TZVPD def2/J DEFGRID3
* xyz -2 1
C -0.35908 0.04925 0.21824
N -1.27407 -0.49195 -2.07213
O 1.21522 -0.52235 1.96535
O 0.90141 1.89707 1.28140
O 2.35856 0.47765 -0.18354
P 1.30883 0.54073 0.89857
S -1.56211 -0.08102 1.19807
H -2.06742 -0.84122 -1.64803
H -0.52134 -1.02816 -1.65793
*
```

Results of the Löwdin charge analysis, in e, for atoms 1 through 8: number 1, C, carries -0.615; number 2, N, carries -0.112; number 3, O, carries -0.470; number 4, O, carries -0.419; number 5, O, carries -0.466; number 6, P, carries -0.151; number 7, S, carries 0.569; number 8, H, carries -0.189

6.
Entry from the Open Molecules 2025 dataset: one molecule with the formula C9H8ClN5 (ωB97M-V with the def2-TZVPD basis set).

E   -1081.60603 Eh
Relative energy (zero: lowest compared OMol25 entry of this formula, charge and spin)   25.3 kcal/mol
LUMO energy   -0.702 eV

The geometry in ORCA input format:
```
! RIJCOSX wB97M-V def2-TZVPD def2/J DEFGRID3
* xyz 0 1
C 2.61937 -1.46001 1.18673
C 1.52850 -1.92086 0.54705
C 0.93814 -1.43661 -0.74908
C -0.15103 -0.51732 -0.34115
C -1.48813 -0.81474 -0.14767
C -1.97897 -2.02881 -0.63468
N -2.39077 -3.03405 -1.03502
C -2.39675 0.16129 0.33512
Cl -4.11832 -0.30004 0.47673
N -2.09916 1.36185 0.58626
C -0.88811 2.00886 0.49089
N -0.91221 3.06502 -0.49540
N 0.23998 0.76227 0.03186
C 1.43156 1.24971 -0.19808
N 2.41466 1.77906 -0.45043
H 2.98329 -1.92024 1.97660
H 3.11237 -0.57814 0.83449
H 0.84583 -2.64748 0.84426
H 0.47827 -2.19127 -1.35933
H 1.55909 -0.66132 -1.42908
H -0.61563 2.51305 1.35627
H -0.08352 3.76461 -0.43795
H -1.02847 2.84517 -1.38838
*
```

Results of the Löwdin charge analysis, in e, for atoms 1 through 8: number 1, C, carries 0.075; number 2, C, carries -0.120; number 3, C, carries -0.115; number 4, C, carries -0.168; number 5, C, carries -0.207; number 6, C, carries -0.262; number 7, N, carries 0.175; number 8, C, carries -0.623

Question: The highest E belongs to which entry?
Answer: CH2NO3PS

Question: What is the formula in the sixth record?
Answer: C9H8ClN5

What did the sixth record say?
Entry from the Open Molecules 2025 dataset: one molecule with the formula C9H8ClN5 (ωB97M-V with the def2-TZVPD basis set).

E   -1081.60603 Eh
Relative energy (zero: lowest compared OMol25 entry of this formula, charge and spin)   25.3 kcal/mol
LUMO energy   -0.702 eV

The geometry in ORCA input format:
```
! RIJCOSX wB97M-V def2-TZVPD def2/J DEFGRID3
* xyz 0 1
C 2.61937 -1.46001 1.18673
C 1.52850 -1.92086 0.54705
C 0.93814 -1.43661 -0.74908
C -0.15103 -0.51732 -0.34115
C -1.48813 -0.81474 -0.14767
C -1.97897 -2.02881 -0.63468
N -2.39077 -3.03405 -1.03502
C -2.39675 0.16129 0.33512
Cl -4.11832 -0.30004 0.47673
N -2.09916 1.36185 0.58626
C -0.88811 2.00886 0.49089
N -0.91221 3.06502 -0.49540
N 0.23998 0.76227 0.03186
C 1.43156 1.24971 -0.19808
N 2.41466 1.77906 -0.45043
H 2.98329 -1.92024 1.97660
H 3.11237 -0.57814 0.83449
H 0.84583 -2.64748 0.84426
H 0.47827 -2.19127 -1.35933
H 1.55909 -0.66132 -1.42908
H -0.61563 2.51305 1.35627
H -0.08352 3.76461 -0.43795
H -1.02847 2.84517 -1.38838
*
```

Results of the Löwdin charge analysis, in e, for atoms 1 through 8: number 1, C, carries 0.075; number 2, C, carries -0.120; number 3, C, carries -0.115; number 4, C, carries -0.168; number 5, C, carries -0.207; number 6, C, carries -0.262; number 7, N, carries 0.175; number 8, C, carries -0.623